Entry 1:
The following is a quantum chemistry calculation of C4H7NO2 in the gas phase, from OMol25.

```
14
C4H7NO2 | OMol25 | ωB97M-V with the def2-TZVPD basis set
O -1.10940 1.98811 0.66115
C -0.54465 0.73235 0.60129
C -1.22572 -1.47038 -0.10613
N 0.09340 -1.67182 -0.14999
C 0.92197 -0.76253 -0.93219
C 0.36482 0.62239 -0.62996
O 0.57741 1.59541 -1.32058
H -0.79956 2.46099 -0.13171
H 0.05535 0.47924 1.49408
H -1.33784 -0.10120 0.70695
H -1.53795 -0.94055 -1.03431
H 0.52430 -2.04915 0.68726
H 0.81625 -0.95895 -2.00330
H 1.98726 -0.83388 -0.68173
```

HOMO energy ... -8.846 eV
DFT total energy ... -361.72614 Eh
Max |F| ... 1.23 eV/A
HOMO-LUMO gap ... 9.40 eV
Energy relative to the best compared isomer or geometry (same formula, charge and spin) ... 406.20 kJ/mol
LUMO energy ... 0.551 eV

So, what does the natural (NBO) scheme give us? The charges, in e, come out as:
1. O -0.694
2. C -0.154
3. C -0.126
4. N -0.580
5. C -0.345
6. C 0.558
7. O -0.542
8. H 0.489
9. H 0.188
10. H 0.232
11. H 0.119
12. H 0.388
13. H 0.235
14. H 0.233

Entry 2:
The following is a quantum chemistry calculation of a gas-phase ion, C2H6N5 (charge +1), from OMol25.

```
13
C2H6N5 | OMol25 | ωB97M-V with the def2-TZVPD basis set
C 1.04758 -0.02875 -0.26613
C -0.70832 0.12522 -1.90552
N -0.54353 -0.09124 2.07753
N 0.87801 -0.58030 1.85630
N -1.20553 0.27339 1.19108
N 1.27576 -0.74656 0.63316
N 0.66619 0.41964 -1.37713
H -0.67743 -0.58554 -2.73473
H -1.02664 1.06284 -2.39562
H -1.37213 -0.12968 -1.06725
H -0.70160 -0.03662 3.07154
H 1.45067 -1.04094 2.54621
H 0.91697 1.35854 -1.62943
```

Total charge ... +1
HOMO energy ... -14.290 eV
DFT total energy ... -353.14711 Eh
Max |F| ... 2.77 eV/A
HOMO-LUMO gap ... 10.21 eV
Energy relative to the best compared isomer or geometry (same formula, charge and spin) ... 520.42 kJ/mol
LUMO energy ... -4.077 eV

So, what does the natural (NBO) scheme give us? The charges, in e, come out as:
1. C 0.662
2. C -0.422
3. N -0.066
4. N -0.356
5. N -0.147
6. N -0.138
7. N -0.522
8. H 0.243
9. H 0.233
10. H 0.253
11. H 0.397
12. H 0.416
13. H 0.446

Entry 3:
The following is a quantum chemistry calculation of C4H7NSi in the gas phase, from OMol25.

```
13
C4H7NSi | OMol25 | ωB97M-V with the def2-TZVPD basis set
C -0.27000 -0.23530 0.98622
C -1.19496 0.70178 1.32525
C -0.38099 -0.55884 -0.47895
C -2.05952 0.86737 0.11741
N -1.44793 0.40585 -0.91694
Si 1.81222 -0.22092 -0.67478
H 0.50976 -0.74376 1.57492
H -1.52055 1.28790 2.26140
H -0.61959 -1.67651 -0.52770
H -1.85052 0.38192 -1.91183
H 2.29789 -1.34891 -1.61932
H 2.09950 1.16713 -0.83789
H 2.62471 -0.02770 0.70221
```

HOMO energy ... -7.639 eV
DFT total energy ... -500.67097 Eh
Max |F| ... 3.57 eV/A
HOMO-LUMO gap ... 8.21 eV
Energy relative to the best compared isomer or geometry (same formula, charge and spin) ... 230.79 kJ/mol
LUMO energy ... 0.574 eV

So, what does the natural (NBO) scheme give us? The charges, in e, come out as:
1. C -0.220
2. C -0.339
3. C -0.375
4. C 0.043
5. N -0.582
6. Si 0.733
7. H 0.232
8. H 0.244
9. H 0.252
10. H 0.417
11. H -0.124
12. H -0.149
13. H -0.132

Entry 4:
The following is a quantum chemistry calculation of C4H7N3O in the gas phase, from OMol25.

```
15
C4H7N3O | OMol25 | ωB97M-V with the def2-TZVPD basis set
H -0.84126 1.48054 -1.08700
N -1.52520 1.57774 -0.42028
C -2.12487 0.65281 0.33538
N -1.98152 -0.75044 0.31561
N -0.84971 -1.46993 -0.33329
C 0.29349 -0.84804 -0.44682
C 1.08344 0.26204 0.05340
C 2.32644 -0.03012 0.88386
O 2.50169 0.41795 -0.58027
H -2.55715 1.27712 1.27973
H -2.58662 -1.40819 0.65329
H 1.01493 -1.55896 -1.03462
H 0.86519 1.47989 0.29189
H 2.61237 -1.17024 1.02866
H 2.50307 0.83451 1.62103
```

HOMO energy ... -9.200 eV
DFT total energy ... -395.90536 Eh
Max |F| ... 6.01 eV/A
HOMO-LUMO gap ... 9.62 eV
SMILES ... [H]/N=C\N/N=C\[C@H]1CO1
Energy relative to the best compared isomer or geometry (same formula, charge and spin) ... 638.13 kJ/mol
LUMO energy ... 0.422 eV

So, what does the natural (NBO) scheme give us? The charges, in e, come out as:
1. H 0.351
2. N -0.718
3. C 0.232
4. N -0.503
5. N -0.211
6. C 0.018
7. C -0.066
8. C -0.121
9. O -0.517
10. H 0.213
11. H 0.398
12. H 0.223
13. H 0.260
14. H 0.223
15. H 0.220

Entry 5:
The following is a quantum chemistry calculation of 2 unconnected molecules or ions with the total composition CH4OS, from OMol25.

```
7
CH4OS | OMol25 | ωB97M-V with the def2-TZVPD basis set
C 0.82404 -1.22462 0.35997
O 1.09457 -0.73478 1.40932
H 1.50695 -1.17752 -0.50813
H -0.12326 -1.73785 0.11808
S -0.80148 1.89904 -0.95517
H -0.78576 2.00539 0.39166
H -1.71505 0.97033 -0.81573
```

HOMO energy ... -9.941 eV
DFT total energy ... -513.88281 Eh
Max |F| ... 1.19 eV/A
HOMO-LUMO gap ... 10.75 eV
SMILES ... C=O.S
Energy relative to the best compared isomer or geometry (same formula, charge and spin) ... 31.35 kJ/mol
LUMO energy ... 0.809 eV

So, what does the natural (NBO) scheme give us? The charges, in e, come out as:
1. C 0.292
2. O -0.494
3. H 0.101
4. H 0.098
5. S -0.281
6. H 0.153
7. H 0.132

Entry 6:
The following is a quantum chemistry calculation of a molecular structure, CH4Cl2NOP, from OMol25.

```
10
CH4Cl2NOP | OMol25 | ωB97M-V with the def2-TZVPD basis set
C 0.31961 -0.33112 -1.28410
N 0.25320 -0.11758 1.58678
O -0.88530 1.67821 0.09279
P -0.59232 0.25911 0.19212
Cl 1.13952 1.09815 -1.85089
Cl -2.35841 -0.86129 0.23286
H 1.19756 -0.82121 -0.81847
H -0.12278 -0.74750 -2.18441
H 0.57569 0.81950 1.98096
H 0.47323 -0.97628 2.05236
```

HOMO energy ... -10.567 eV
DFT total energy ... -1432.29521 Eh
Max |F| ... 2.87 eV/A
HOMO-LUMO gap ... 11.13 eV
Energy relative to the best compared isomer or geometry (same formula, charge and spin) ... 50.26 kJ/mol
LUMO energy ... 0.565 eV

So, what does the natural (NBO) scheme give us? The charges, in e, come out as:
1. C -0.794
2. N -1.229
3. O -1.060
4. P 2.015
5. Cl -0.007
6. Cl -0.318
7. H 0.253
8. H 0.272
9. H 0.440
10. H 0.428

Entry 7:
The following is a quantum chemistry calculation of 2 unconnected molecules or ions with the total composition C5H15NOS, from OMol25.

```
23
C5H15NOS | OMol25 | ωB97M-V with the def2-TZVPD basis set
C -0.62350 -1.41359 2.30586
N -0.45664 -1.51982 0.80442
C -0.82372 -2.84106 0.30153
C 0.88829 -1.11241 0.34487
C 0.71400 -0.22716 -0.86954
C 0.37389 1.23369 -0.43702
S 1.83823 2.05721 -0.04265
H -0.81904 -2.43733 2.63911
H -1.37444 -0.64180 2.45131
H 0.33837 -1.16979 2.76964
H -1.35614 -2.68242 -0.64983
H -1.64161 -3.27075 0.89134
H -0.06254 -3.60740 0.24954
H 1.42283 -2.07130 0.08016
H 1.57456 -0.81030 1.12498
H -0.14153 -0.49325 -1.49020
H 1.59627 -0.18806 -1.50607
H -0.38116 1.18315 0.36130
H -0.23262 1.76560 -1.18612
H 1.63392 3.14794 0.69247
O -1.15528 5.25548 -2.84881
H -0.50194 4.82322 -2.28291
H -0.81018 5.02015 -3.70336
```

HOMO energy ... -8.617 eV
DFT total energy ... -727.61747 Eh
Max |F| ... 2.95 eV/A
HOMO-LUMO gap ... 9.27 eV
SMILES ... CN(C)CCCS.O
Energy relative to the best compared isomer or geometry (same formula, charge and spin) ... 179.17 kJ/mol
LUMO energy ... 0.652 eV

So, what does the natural (NBO) scheme give us? The charges, in e, come out as:
1. C -0.416
2. N -0.462
3. C -0.424
4. C -0.239
5. C -0.402
6. C -0.568
7. S -0.036
8. H 0.191
9. H 0.206
10. H 0.186
11. H 0.199
12. H 0.199
13. H 0.177
14. H 0.177
15. H 0.215
16. H 0.225
17. H 0.209
18. H 0.226
19. H 0.208
20. H 0.128
21. O -0.928
22. H 0.465
23. H 0.463

- Which value of max |F| does entry 4 give?
  6.01 eV/A

- The highest HOMO-LUMO gap belongs to which entry?
  CH4Cl2NOP

- Look up the LUMO energy of the fourth one.
  0.422 eV

- Which value of energy relative to the best compared isomer or geometry (same formula, charge and spin) does entry 7 give?
  179.17 kJ/mol